Record 1
C4H6F2N2 | the ωB97M-V functional and the def2-TZVPD basis

Geometry (Å):
1 H -0.487 -2.734 0.274
2 N 0.204 -2.003 0.041
3 C -0.351 -0.894 0.299
4 N -1.639 -0.725 0.856
5 C 0.278 0.393 -0.149
6 C 1.542 0.290 -1.082
7 C -0.242 1.612 0.138
8 F 0.250 2.799 -0.188
9 F -1.328 1.872 0.822
10 H -1.906 -1.444 1.564
11 H -1.886 0.199 1.278
12 H 2.470 -0.015 -0.358
13 H 1.699 1.271 -1.712
14 H 1.396 -0.623 -1.784

Computed properties:
- gap between HOMO and LUMO (eV) = 10.2
- structure (SMILES) = [H]/N=C(\N)C(C)=C(F)F
- total energy (eV) = -12659.182
- strongest force on any atom (Eh/bohr) = 0.060

Atomic partial charges in e from the natural (NBO) method, atoms 1 to 6: atom 1 (H): 0.33, atom 2 (N): -0.68, atom 3 (C): 0.42, atom 4 (N): -0.85, atom 5 (C): -0.24, atom 6 (C): -0.64

Record 2
C20H22N2O3S | the ωB97M-V functional and the def2-TZVPD basis

Geometry (Å):
1 C -1.770 -2.017 4.580
2 H -2.128 -2.443 5.513
3 H -1.933 -0.941 4.604
4 H -2.346 -2.439 3.760
5 C -0.291 -2.345 4.395
6 N 0.230 -1.792 3.157
7 C 0.295 -2.591 2.071
8 O -0.067 -3.753 2.075
9 C 0.844 -1.967 0.817
10 C 2.170 -2.177 0.461
11 C 2.634 -1.677 -0.743
12 C 1.788 -0.975 -1.579
13 C 0.451 -0.756 -1.241
14 C -0.010 -1.278 -0.031
15 H -1.049 -1.179 0.245
16 N -0.396 -0.047 -2.091
17 C -0.300 -0.094 -3.456
18 O -1.130 0.413 -4.174
19 C 0.893 -0.834 -4.010
20 H 0.813 -1.909 -3.856
21 H 0.976 -0.613 -5.073
22 S 2.439 -0.308 -3.142
23 O 2.393 1.145 -3.004
24 C -1.503 0.735 -1.552
25 C -1.514 2.145 -2.094
26 C -0.333 2.859 -2.243
27 C -0.361 4.159 -2.715
28 C -1.566 4.762 -3.029
29 C -2.747 4.056 -2.875
30 C -2.720 2.753 -2.412
31 H -3.643 2.201 -2.306
32 H -3.691 4.518 -3.124
33 H -1.585 5.776 -3.399
34 H 0.567 4.698 -2.841
35 H 0.618 2.398 -2.020
36 H -2.452 0.243 -1.794
37 H -1.389 0.781 -0.467
38 H 3.659 -1.827 -1.043
39 H 2.822 -2.739 1.111
40 C 0.711 -0.427 3.184
41 C 2.180 -0.340 3.594
42 H 2.484 0.702 3.659
43 H 2.338 -0.808 4.563
44 H 2.808 -0.839 2.861
45 H 0.096 0.132 3.893
46 H 0.585 0.023 2.196
47 H 0.295 -1.953 5.229
48 H -0.163 -3.428 4.344

Computed properties:
- gap between HOMO and LUMO (eV) = 9.2
- total energy (eV) = -41055.221
- strongest force on any atom (Eh/bohr) = 0.034

Atomic partial charges in e from the natural (NBO) method, atoms 1 to 6: atom 1 (C): -0.61, atom 2 (H): 0.22, atom 3 (H): 0.20, atom 4 (H): 0.22, atom 5 (C): -0.22, atom 6 (N): -0.44

Number 1: E_LUMO 0.0297 Eh. Number 2: E_LUMO 0.0142 Eh.